This record from the Open Molecules 2025 dataset describes 3 unconnected molecules or ions with the total composition CH9N6. The level of theory is the ωB97M-V functional and the def2-TZVPD basis.

Output
Orbital gap in Ha: 0.3148
Relative energy (zero: lowest compared OMol25 entry of this formula, charge and spin) in kJ/mol: 533.9
Net charge: +1
E_LUMO in eV: -4.118
F_max in hartree/bohr: 0.1191
HOMO in Ha: -0.4662

Each line ends with the Mulliken charge.
Cartesian coordinates (Å):
C: -2.0041 1.1193 1.5003  -0.076
N: -1.6730 1.4615 0.3784  0.235
N: -1.1822 0.9973 -0.6623  -0.119
N: -0.3196 1.6765 -1.3991  -0.437
N: -0.4706 -0.8838 0.4075  -0.017
N: -0.8547 -0.7757 1.5991  -0.496
N: 2.1149 -1.4226 -0.6327  -0.919
H: -2.4729 1.3220 2.3514  0.415
H: 0.4755 1.9995 -0.9663  0.199
H: -0.2594 1.6150 -2.4600  0.267
H: -1.0840 -1.3597 -0.3600  0.325
H: 0.5482 -0.8139 0.1342  0.490
H: -0.1250 -0.2759 2.1341  0.303
H: 2.3170 -1.4154 -1.6817  0.256
H: 2.0275 -2.3437 -0.0931  0.295
H: 2.9625 -0.9003 -0.2498  0.279

---

This record from the Open Molecules 2025 dataset describes 3 unconnected molecules or ions with the total composition C4H12O3S. The level of theory is the ωB97M-V functional and the def2-TZVPD basis.

Output
Orbital gap in Ha: 0.3460
Relative energy (zero: lowest compared OMol25 entry of this formula, charge and spin) in kJ/mol: 41.0
Net charge: 0
E_LUMO in eV: 0.544
F_max in hartree/bohr: 0.0459
Structure (SMILES): O=CCCCS.O.O
HOMO in Ha: -0.3260

Each line ends with the Mulliken charge.
Cartesian coordinates (Å):
O: 2.8970 2.2304 0.4997  -0.472
C: 1.7560 1.9003 0.3356  -0.109
C: 1.2268 0.4947 0.3401  -0.367
C: -0.3226 0.4605 0.2812  -0.847
C: -0.7569 -0.9883 -0.0594  -0.407
S: -2.3815 -1.2678 0.7058  -0.258
H: 0.9542 2.6476 0.1375  0.312
H: 1.5411 -0.1769 1.1439  0.341
H: 1.6514 -0.0490 -0.5028  0.276
H: -0.7826 0.8072 1.2041  0.554
H: -0.5803 1.0196 -0.6085  0.325
H: -0.1272 -1.7701 0.3370  0.141
H: -0.9281 -1.0097 -1.1237  0.415
H: -3.1269 -1.5742 -0.3586  0.121
O: 2.5973 -2.6725 0.3806  -0.630
H: 2.0402 -3.2858 0.8922  0.309
H: 2.6308 -3.1267 -0.4731  0.309
O: -2.6458 1.7328 -1.1601  -0.599
H: -3.2428 2.3621 -1.5875  0.282
H: -2.4001 2.2658 -0.3840  0.305

---

This record from the Open Molecules 2025 dataset describes a gas-phase ion, C3H9N2OS (charge +1). The level of theory is the ωB97M-V functional and the def2-TZVPD basis.

Output
Orbital gap in Ha: 0.3655
Relative energy (zero: lowest compared OMol25 entry of this formula, charge and spin) in kJ/mol: 237.4
Net charge: +1
E_LUMO in eV: -3.843
F_max in hartree/bohr: 0.0893
HOMO in Ha: -0.5067

Each line ends with the Mulliken charge.
Cartesian coordinates (Å):
C: -0.5055 -0.4470 -0.4848  0.545
C: -2.3658 1.1446 0.0189  -0.910
C: 2.8446 0.1393 0.9465  -0.614
N: -0.0809 -1.6555 -0.8771  -0.381
N: -1.7631 -0.1712 -0.3475  -0.326
O: 2.1627 0.1235 -0.3043  -0.309
S: 0.7956 1.0162 -0.2587  0.133
H: -1.9833 1.8653 -0.7484  0.396
H: -2.1714 1.3371 1.1039  0.339
H: -3.4322 1.0438 -0.2013  0.332
H: 2.9893 1.2093 1.2218  0.337
H: 3.7523 -0.2547 0.6335  0.227
H: 2.1737 -0.3452 1.5980  0.340
H: -0.8475 -2.2202 -1.4075  0.284
H: 0.8722 -1.8226 -0.9544  0.269
H: -2.4408 -0.9627 0.0615  0.338

---

This record from the Open Molecules 2025 dataset describes a molecular structure, C53H67BMnN13OS3Sb. The level of theory is the ωB97M-V functional and the def2-TZVPD basis.

Output
Orbital gap (alpha / beta) in Ha: 0.2819 / 0.2823
Relative energy (zero: lowest compared OMol25 entry of this formula, charge and spin) in kJ/mol: 13.2
Net charge: 0
Multiplicity: 6
⟨S²⟩: 8.755
E_LUMO (alpha / beta) in eV: 0.488 / 0.487
F_max in hartree/bohr: 0.0193
HOMO (alpha / beta) in Ha: -0.2639 / -0.2645

Each line ends with the Löwdin spin population.
Cartesian coordinates (Å):
Mn: 0.1886 0.4418 -0.1243  4.697
C: 3.4773 3.3060 5.2120  0.000
C: 4.2371 3.0240 3.9145  0.000
C: 3.7664 3.9349 2.7775  0.000
C: 5.7214 3.2783 4.1603  0.000
N: 4.0517 1.5988 3.5057  0.001
C: 5.1063 0.7160 3.2810  0.000
C: 4.5971 -0.4042 2.7548  0.000
N: 3.2247 -0.2442 2.6375  0.002
B: 2.3340 -1.1151 1.7399  0.012
N: 3.1896 -1.8268 0.6912  0.002
C: 3.6485 -3.1286 0.7549  0.001
C: 4.2043 -3.4249 -0.4287  0.000
N: 4.0911 -2.3036 -1.2453  0.003
C: 3.4364 -1.3248 -0.5423  0.005
S: 3.0280 0.2609 -0.9971  0.021
C: 4.4099 -2.3321 -2.7080  0.000
C: 5.2484 -1.1221 -3.1199  0.001
C: 3.0930 -2.3847 -3.4813  0.000
C: 5.2229 -3.5898 -3.0152  0.000
N: 1.5052 -2.1700 2.4945  0.003
C: 1.5851 -2.5811 3.8077  0.001
C: 0.5642 -3.4279 4.0349  0.001
N: -0.1740 -3.5316 2.8568  0.003
C: 0.4292 -2.7539 1.9008  0.004
S: -0.0146 -2.4885 0.2769  0.017
C: -1.3772 -4.4031 2.6843  0.000
C: -2.5880 -3.5641 2.2604  0.000
C: -1.0695 -5.4852 1.6457  0.001
C: -1.7034 -5.0717 4.0164  0.000
C: 2.8831 0.9939 3.1070  0.001
S: 1.2959 1.5661 3.2148  0.007
H: 3.6393 4.3455 5.5064  0.000
H: 3.8395 2.6541 6.0108  0.000
H: 2.4128 3.1378 5.0791  0.000
H: 3.9535 4.9781 3.0450  0.000
H: 2.7024 3.7987 2.5938  0.000
H: 4.3097 3.7005 1.8588  0.000
H: 5.8388 4.3103 4.4895  0.000
H: 6.3089 3.1459 3.2497  0.000
H: 6.1162 2.6281 4.9437  0.000
H: 6.1281 0.9485 3.5127  0.000
H: 5.0964 -1.3043 2.4360  0.000
H: 1.5385 -0.4200 1.1786  0.006
H: 3.5363 -3.7330 1.6409  0.000
H: 4.6637 -4.3398 -0.7495  0.000
H: 4.7166 -0.1924 -2.9471  0.001
H: 5.4689 -1.1994 -4.1863  0.000
H: 6.1902 -1.0969 -2.5652  0.000
H: 2.5199 -1.4727 -3.3379  0.000
H: 2.4865 -3.2278 -3.1400  0.000
H: 3.2951 -2.5027 -4.5488  0.000
H: 6.1292 -3.6395 -2.4065  0.000
H: 5.5206 -3.5486 -4.0623  0.000
H: 4.6373 -4.5001 -2.8732  0.000
H: 2.3575 -2.2263 4.4703  0.000
H: 0.3045 -3.9476 4.9380  0.000
H: -2.4056 -3.0564 1.3161  0.000
H: -2.8255 -2.8129 3.0182  0.000
H: -3.4525 -4.2219 2.1440  0.000
H: -0.8450 -5.0370 0.6784  0.001
H: -1.9355 -6.1419 1.5400  0.000
H: -0.2114 -6.0839 1.9613  0.000
H: -1.9241 -4.3381 4.7958  0.000
H: -0.8938 -5.7236 4.3519  0.000
H: -2.5935 -5.6846 3.8768  0.000
O: -0.0179 0.1379 -2.0793  0.055
N: 0.6134 0.0300 -3.1891  0.008
C: 0.9932 1.0979 -3.8077  0.014
C: 1.7060 0.9197 -5.0458  0.002
N: 2.2915 0.8387 -6.0320  0.006
C: 0.8239 2.4547 -3.3612  0.002
N: 0.7149 3.5482 -3.0248  0.005
C: -1.8095 -0.2967 4.9802  0.001
C: -1.9980 0.2740 3.6161  0.003
C: -2.7985 1.2856 3.1292  0.001
C: -2.4553 1.4153 1.7713  0.005
N: -1.5172 0.5331 1.4464  0.024
N: -1.2738 -0.1521 2.5748  0.003
C: -3.0333 2.3531 0.7621  0.001
H: -2.6855 -0.1149 5.5996  0.000
H: -0.9410 0.1683 5.4539  0.000
H: -1.6231 -1.3718 4.9309  0.000
H: -3.5247 1.8667 3.6763  0.000
H: -0.5394 -0.8363 2.5821  0.000
H: -4.0944 2.1467 0.6155  0.000
H: -2.5196 2.2447 -0.1935  0.001
H: -2.9277 3.3855 1.1010  0.000
N: 0.2971 2.5628 -0.0627  0.029
C: 0.0211 3.6723 -0.2225  0.021
N: -0.3185 4.9296 -0.3582  0.007
C: 0.6597 5.9951 -0.0839  0.001
C: 1.1349 6.6476 -1.3822  0.000
C: -0.0292 6.8357 -2.3820  0.000
C: -1.3862 6.6939 -1.6909  0.000
C: -1.5363 5.2886 -1.1180  0.001
H: 1.4949 5.5620 0.4623  0.000
H: 0.1804 6.7260 0.5670  0.000
H: 1.8981 6.0165 -1.8378  0.000
H: 1.5966 7.6040 -1.1281  0.000
H: 0.0392 6.0668 -3.1511  0.000
H: 0.0457 7.8059 -2.8728  0.000
H: -2.1992 6.8583 -2.3981  0.000
H: -1.4907 7.4400 -0.8992  0.000
H: -1.6661 4.5702 -1.9285  0.000
H: -2.4092 5.2296 -0.4660  0.000
C: -1.8493 -4.8952 -4.2463  0.000
C: -1.8662 -3.6406 -4.8405  0.000
C: -2.1419 -2.5087 -4.0814  0.000
C: -2.4132 -2.6224 -2.7198  0.003
C: -2.3643 -3.8850 -2.1261  0.000
C: -2.0950 -5.0167 -2.8851  0.000
Sb: -2.7116 -0.9098 -1.4574  0.008
C: -3.2257 0.4553 -3.0436  0.000
C: -4.2186 0.1283 -3.9708  0.000
C: -4.5339 0.9970 -5.0070  0.000
C: -3.8598 2.2061 -5.1335  0.000
C: -2.8795 2.5481 -4.2130  0.000
C: -2.5715 1.6773 -3.1715  0.000
C: -4.7923 -1.1943 -0.9330  0.003
C: -5.6293 -0.0769 -0.8923  0.000
C: -6.8828 -0.1432 -0.2951  0.000
C: -7.3099 -1.3255 0.2971  0.000
C: -6.4954 -2.4490 0.2500  0.000
C: -5.2497 -2.3832 -0.3625  0.001
H: -1.6306 -5.7743 -4.8405  0.000
H: -1.6601 -3.5383 -5.8994  0.000
H: -2.1376 -1.5367 -4.5590  0.000
H: -2.5174 -3.9879 -1.0555  0.000
H: -2.0680 -5.9915 -2.4117  0.000
H: -4.7486 -0.8137 -3.8765  0.000
H: -5.3081 0.7303 -5.7178  0.000
H: -4.0962 2.8761 -5.9512  0.000
H: -2.3452 3.4869 -4.3081  0.000
H: -1.7966 1.9460 -2.4648  0.000
H: -5.3025 0.8562 -1.3414  0.000
H: -7.5251 0.7298 -0.2847  0.000
H: -8.2707 -1.3673 0.7954  0.000
H: -6.8249 -3.3738 0.7103  0.000
H: -4.6308 -3.2753 -0.4027  0.000

---

This record from the Open Molecules 2025 dataset describes 3 unconnected molecules or ions with the total composition C15H32O7S. The level of theory is the ωB97M-V functional and the def2-TZVPD basis.

Output
Orbital gap in Ha: 0.3509
Relative energy (zero: lowest compared OMol25 entry of this formula, charge and spin) in kJ/mol: 292.8
Net charge: 0
E_LUMO in eV: 0.147
F_max in hartree/bohr: 0.1145
Structure (SMILES): O=C1CC[C@H](CCCS(=O)(=O)O)O1.CCOCC.CCOCC
HOMO in Ha: -0.3455

Each line ends with the Mulliken charge.
Cartesian coordinates (Å):
O: 4.9776 -3.4173 1.5264  -0.559
C: 5.2216 -3.4164 0.3036  0.601
C: 5.2819 -2.1994 -0.7477  -0.339
C: 5.3852 -2.8614 -2.2225  -0.593
C: 5.2149 -4.4702 -1.9813  -0.077
C: 3.8307 -5.1255 -2.5178  -0.718
C: 2.7048 -4.6786 -1.4324  0.161
C: 1.2080 -4.7116 -2.0200  -0.692
S: 0.5336 -2.9730 -1.7603  1.135
O: 1.3166 -2.1139 -2.7440  -0.601
O: 0.8113 -2.4645 -0.3550  -0.620
O: -1.1185 -2.8874 -1.9929  -0.480
O: 5.4768 -4.5509 -0.5535  -0.419
H: 6.0562 -1.4193 -0.4497  0.430
H: 4.2756 -1.6504 -0.8130  0.016
H: 6.4373 -2.5285 -2.5417  0.281
H: 4.6101 -2.4485 -2.9521  0.300
H: 6.1179 -4.8749 -2.5663  0.349
H: 3.5560 -4.7191 -3.5628  0.392
H: 3.9122 -6.2619 -2.4845  0.308
H: 2.8062 -5.2474 -0.4361  0.330
H: 2.9635 -3.5820 -1.1702  -0.367
H: 1.2127 -4.9697 -3.1444  0.365
H: 0.5038 -5.4281 -1.4815  0.365
H: -1.4864 -2.3109 -1.2714  0.390
C: 1.6479 0.2082 2.0197  -0.892
C: 0.2397 -0.0430 1.5081  -0.009
O: -0.7745 0.2787 2.4533  -0.469
C: -0.8222 1.6293 2.8921  -0.361
C: -1.0546 2.6245 1.7680  -0.958
H: 1.8289 -0.3619 2.9366  0.310
H: 2.3845 -0.0889 1.2689  0.188
H: 1.8155 1.2615 2.2532  0.302
H: 0.1325 -1.1056 1.2861  0.149
H: 0.0622 0.4877 0.5669  0.238
H: 0.0844 1.8754 3.4552  0.297
H: -1.6523 1.6977 3.6012  0.338
H: -0.2492 2.6049 1.0311  0.289
H: -1.1196 3.6397 2.1668  0.375
H: -1.9852 2.3950 1.2411  0.237
C: -4.9808 4.6339 2.3576  -0.932
C: -5.6282 5.7782 1.5961  -0.364
O: -4.9871 6.0745 0.3630  -0.436
C: -4.9469 5.0252 -0.5950  -0.057
C: -6.3219 4.5362 -1.0171  -1.046
H: -3.9263 4.8533 2.5537  0.220
H: -5.4905 4.4736 3.3112  0.421
H: -5.0194 3.6979 1.7974  0.248
H: -5.5668 6.6843 2.2041  0.334
H: -6.6940 5.5890 1.4329  0.290
H: -4.3312 4.1988 -0.2240  0.052
H: -4.4296 5.4240 -1.4722  0.341
H: -6.8830 4.1187 -0.1786  0.256
H: -6.2308 3.7590 -1.7796  0.398
H: -6.9113 5.3611 -1.4265  0.282

---

This record from the Open Molecules 2025 dataset describes a single C4H5F molecule. The level of theory is the ωB97M-V functional and the def2-TZVPD basis.

Output
Orbital gap in Ha: 0.3843
Relative energy (zero: lowest compared OMol25 entry of this formula, charge and spin) in kJ/mol: 404.8
Net charge: 0
E_LUMO in eV: 0.926
F_max in hartree/bohr: 0.1831
Structure (SMILES): C#CCCF
HOMO in Ha: -0.3503

Each line ends with the Mulliken charge.
Cartesian coordinates (Å):
C: -1.9802 -0.4837 0.0520  -0.205
C: -1.1657 0.5153 -0.0650  -0.230
C: 0.1158 1.0425 -0.1891  -0.358
C: 1.1142 0.1260 0.4864  -0.250
F: 1.1219 -1.0467 -0.3196  -0.258
H: -2.7161 -1.4280 0.6022  0.286
H: 0.5198 0.6317 -1.3058  0.218
H: 0.3651 2.2468 -0.1363  0.316
H: 2.1523 0.9331 0.4345  0.186
H: 1.0775 -0.1637 1.5766  0.295

---

This record from the Open Molecules 2025 dataset describes a single C3H9NO2 molecule. The level of theory is the ωB97M-V functional and the def2-TZVPD basis.

Output
Orbital gap in Ha: 0.3764
Relative energy (zero: lowest compared OMol25 entry of this formula, charge and spin) in kJ/mol: 256.7
Net charge: 0
E_LUMO in eV: 0.853
F_max in hartree/bohr: 0.0834
Structure (SMILES): OCCNCO
HOMO in Ha: -0.3451

Each line ends with the Mulliken charge.
Cartesian coordinates (Å):
O: 0.8261 1.7098 2.2777  -0.494
C: 0.0734 0.5372 1.8093  -0.513
C: -0.3593 0.6995 0.3445  -0.416
N: -0.7752 -0.4845 -0.3750  -0.338
C: 0.1197 -0.8045 -1.4338  -0.491
O: -0.1870 -1.6504 -2.5457  -0.504
H: 1.7078 1.3409 2.2165  0.320
H: 0.8751 -0.1827 1.7299  0.312
H: -0.7503 0.3485 2.5136  0.247
H: -1.0604 1.5463 0.3327  0.373
H: 0.4375 1.2310 -0.1988  0.255
H: -1.6755 -0.3111 -0.8284  0.254
H: 0.5667 0.0119 -2.0282  0.330
H: 1.0446 -1.1783 -0.9438  0.355
H: -0.3378 -2.5486 -2.2278  0.310

---

This record from the Open Molecules 2025 dataset describes 3 unconnected molecules or ions with the total composition C23H32N4O8. The level of theory is the ωB97M-V functional and the def2-TZVPD basis.

Output
Orbital gap in Ha: 0.2701
Net charge: 0
E_LUMO in eV: -0.725
F_max in hartree/bohr: 0.0483
Structure (SMILES): CCCNc1c(CC(N)(N)N)ccc2c1C(=O)C=CC2=O.C[C@@H]1COC(=O)O1.C[C@@H]1COC(=O)O1
HOMO in Ha: -0.2967

Each line ends with the Mulliken charge.
Cartesian coordinates (Å):
C: 1.3746 4.7288 0.0990  -1.227
C: 0.5658 3.4797 -0.4481  0.289
C: 1.4437 2.3451 -1.0939  -0.677
N: 1.7947 1.2134 -0.2073  0.065
C: 0.6579 0.5409 0.3465  0.115
C: -0.0722 -0.3902 -0.5274  0.667
C: 0.3218 -0.7315 -1.9821  -1.910
C: 1.6915 -1.5174 -2.1286  0.951
N: 1.4172 -2.9408 -2.4786  -0.774
N: 2.5281 -1.5223 -0.8995  -0.478
N: 2.4716 -0.9800 -3.2878  -0.821
C: -1.2547 -1.0268 0.0461  -0.804
C: -1.7203 -0.7799 1.4061  -1.240
C: -0.9532 0.1199 2.2291  0.454
C: 0.2597 0.8061 1.7235  0.492
C: 0.9827 1.7428 2.6932  0.747
O: 1.8325 2.5601 2.3994  -0.602
C: 0.5745 1.6914 4.2027  -0.545
C: -0.5474 1.0951 4.6670  -0.596
C: -1.4692 0.3808 3.6666  0.296
O: -2.5952 0.0246 3.9478  -0.586
H: 0.8716 5.6527 -0.2990  0.330
H: 1.2409 4.7788 1.2112  0.228
H: 2.4421 4.7577 -0.2233  0.311
H: -0.1122 3.8755 -1.2829  0.123
H: -0.1206 3.1448 0.3656  0.039
H: 0.8543 1.9264 -1.9579  -0.039
H: 2.3728 2.7810 -1.5530  0.545
H: 2.4945 1.4525 0.4916  0.445
H: 0.3353 0.1393 -2.6806  0.582
H: -0.4695 -1.4291 -2.3735  0.421
H: 1.2019 -3.4561 -1.6006  0.443
H: 2.3039 -3.3600 -2.7843  0.264
H: 2.8835 -2.4576 -0.7112  0.221
H: 3.2965 -0.8558 -0.9975  0.245
H: 2.3795 0.0441 -3.2364  0.307
H: 3.4720 -1.1453 -3.1327  0.300
H: -1.8190 -1.7034 -0.6368  0.329
H: -2.6460 -1.2858 1.7421  0.418
H: 1.2382 2.2000 4.9414  0.367
H: -0.7820 1.1295 5.7514  0.368
C: -3.8987 6.0428 1.3087  -1.409
C: -4.0688 5.8598 -0.1814  0.511
C: -4.7896 4.5986 -0.5622  -0.481
O: -4.2844 4.3517 -1.8725  -0.332
C: -3.0395 4.9005 -1.9249  0.660
O: -2.2574 4.7179 -2.8061  -0.542
O: -2.8059 5.6847 -0.8312  -0.318
H: -3.3643 6.9715 1.5173  0.352
H: -4.8661 6.0778 1.8125  0.379
H: -3.3028 5.2347 1.7387  0.320
H: -4.5501 6.7425 -0.6155  0.249
H: -5.8718 4.7244 -0.5806  0.312
H: -4.5384 3.7444 0.0732  0.305
C: 1.7807 -8.8099 0.7443  -1.475
C: 1.1813 -7.6555 -0.0241  0.485
C: 1.8613 -7.3730 -1.3336  -0.509
O: 1.5812 -5.9849 -1.5191  -0.285
C: 1.4335 -5.4474 -0.2797  0.680
O: 1.3778 -4.2750 -0.0553  -0.562
O: 1.3614 -6.4163 0.6696  -0.369
H: 1.2463 -8.9564 1.6846  0.359
H: 1.7283 -9.7343 0.1670  0.380
H: 2.8228 -8.6111 1.0036  0.354
H: 0.1061 -7.8122 -0.1577  0.262
H: 1.4551 -7.9647 -2.1531  0.308
H: 2.9462 -7.5061 -1.2985  0.303

---

| no. | energy (a.u.) |
| --- | --- |
| 1 | -371.56717 |
| 2 | -783.47064 |
| 3 | -702.33397 |
| 4 | -5457.67929 |
| 5 | -1515.45515 |
| 6 | -255.07783 |
| 7 | -324.87483 |
| 8 | -1716.52910 |